[1]
The following is a quantum chemistry calculation of 2 unconnected molecules or ions with the total composition ClH3NO2P, from the OMol25 dataset.

```
8
Properties=species:S:1:pos:R:3:forces:R:3:lowdin_charge:R:1
N 1.4494 0.6669 -0.0748 -0.68 -1.74 -1.19 -0.1219
O -0.2129 -1.5517 -0.1043 -0.47 -0.15 0.16 -0.1591
O -0.9167 0.6547 0.8636 -0.41 -0.50 -0.36 -0.1549
P 0.0550 -0.0251 -0.1728 0.23 1.94 -0.21 0.5268
Cl -1.8823 -0.0069 -2.3881 1.57 0.07 1.78 -0.3071
H 2.2352 0.1933 -0.5685 -0.81 0.56 0.31 0.0302
H -1.1767 -1.7146 -0.2198 0.40 -0.12 -0.26 0.0808
H -1.0940 1.6020 0.7888 0.17 -0.06 -0.23 0.1053
```
Positions in Å, forces in eV/Å.

Values from the calculation:
Calculated total energy: -27445.0979 eV
Orbital gap: 8.18 eV
Energy relative to the best compared isomer or geometry (same formula, charge and spin): 168.8 kJ/mol
E_HOMO: -9.9 eV

***

[2]
The following is a quantum chemistry calculation of 2 unconnected molecules or ions with the total composition ClH3NO2P, from the OMol25 dataset.

```
8
Properties=species:S:1:pos:R:3:forces:R:3:lowdin_charge:R:1
N -0.9867 -0.1152 -1.3492 0.44 2.08 -0.81 -0.1793
O 1.3612 -1.6437 1.2343 0.63 -1.08 1.34 -0.0251
O -0.3145 2.5253 -1.4059 -0.01 0.81 -0.34 -0.3312
P -0.6746 1.2841 -0.7748 -0.05 -1.89 0.46 0.2701
Cl -0.6104 1.3189 1.2496 -0.04 0.24 -0.38 0.3544
H -1.0689 -0.7749 -0.6251 -0.39 -1.19 1.09 -0.0498
H 0.9929 -1.8818 0.4121 -0.57 -0.60 -1.54 0.0007
H 1.3010 -0.7127 1.2590 -0.01 1.64 0.19 -0.0397
```
Positions in Å, forces in eV/Å.

Values from the calculation:
Calculated total energy: -27445.3658 eV
Orbital gap (alpha / beta): 10.90 / 10.90 eV
Energy relative to the best compared isomer or geometry (same formula, charge and spin): 142.9 kJ/mol
E_HOMO (alpha / beta): -11.6 / -11.6 eV

***

[3]
The following is a quantum chemistry calculation of a single ClH3O2SSi molecule, from the OMol25 dataset.

```
8
Properties=species:S:1:pos:R:3:forces:R:3:lowdin_spin:R:1
O 1.2561 1.2047 -0.1110 -0.50 -0.08 -1.61 0.2147
O -1.2725 0.8586 -0.9323 0.98 0.30 -0.37 0.0397
Si -1.1286 -0.2910 0.0763 -1.80 -0.91 1.84 0.1344
S 1.1972 -0.1345 0.7744 -3.38 3.59 2.27 0.9216
Cl 2.3569 -1.3170 -0.3406 3.19 -2.38 -2.94 0.6228
H 0.3388 1.4290 -0.7114 1.21 -1.11 1.82 0.0173
H -1.4486 0.0343 1.5928 -0.01 -0.66 -1.46 0.0430
H -1.2993 -1.7842 -0.3481 0.32 1.27 0.44 0.0066
```
Positions in Å, forces in eV/Å.

Values from the calculation:
Multiplicity: 3
Calculated total energy: -35374.1129 eV
Orbital gap (alpha / beta): 6.49 / 6.35 eV
Expectation value of S²: 2.007
Energy relative to the best compared isomer or geometry (same formula, charge and spin): 146.9 kJ/mol
E_HOMO (alpha / beta): -6.7 / -10.6 eV